w:
C3H9N3O2 in the gas phase. Source: the OMol25 dataset; level of theory: ωB97M-V/def2-TZVPD.

Each line ends with the Mulliken charge.
Atoms and positions in Å:
C  -1.6553  -0.1309  0.7379  -1.691
C  -0.3782  -0.6877  0.1500  0.494
N  -0.5691  -1.7374  -0.7625  -0.555
N  0.5708  0.2828  -0.3643  0.133
N  0.2778  1.6574  -0.5343  -0.699
C  1.8373  -0.0590  0.2692  0.477
O  2.3536  -1.1466  0.1490  -0.523
O  2.5855  1.0476  0.4690  -0.497
H  -2.2392  0.3731  -0.0342  0.441
H  -1.4301  0.5778  1.5310  0.399
H  -2.2565  -0.9492  1.1239  0.365
H  0.3739  -1.0691  1.0462  0.325
H  0.2991  -2.1297  -1.1074  0.229
H  -1.3817  -1.6833  -1.3652  0.197
H  0.1472  1.8199  -1.5312  0.225
H  -0.5664  1.9998  -0.0844  0.230
H  2.0312  1.8347  0.3076  0.450

## Properties
* highest occupied orbital energy: -9.067 eV
* SMILES: C[C@@H](N)N(N)C(=O)O
* total charge: 0
* frontier orbital gap: 9.63 eV


x:
C3H9N3O2 in the gas phase. Source: the OMol25 dataset; level of theory: ωB97M-V/def2-TZVPD.

Each line ends with the Mulliken charge.
Atoms and positions in Å:
C  -0.6581  1.0957  0.9788  -1.203
C  -0.6590  -0.2696  0.2357  0.425
C  -1.8628  -0.4638  -0.6546  -1.372
N  0.5279  -0.4339  -0.5712  -0.389
N  1.7224  -0.4152  0.1618  0.525
O  2.2949  -1.6292  0.4757  -0.440
N  2.6446  0.5415  -0.0802  -0.115
O  2.2048  1.5759  -0.5968  -0.442
H  0.2404  1.2248  1.5928  0.348
H  -1.5536  1.1327  1.6007  0.417
H  -0.7652  1.9286  0.2584  0.274
H  -0.7204  -1.1273  0.9795  0.223
H  -1.7573  -1.4023  -1.2446  0.346
H  -1.8423  0.3643  -1.3956  0.314
H  -2.8250  -0.4695  -0.1109  0.366
H  0.6758  0.3890  -1.1842  0.342
H  2.3328  -2.0417  -0.4451  0.382

## Properties
* highest occupied orbital energy: -9.633 eV
* SMILES: CC(C)NN(O)N=O
* total charge: 0
* frontier orbital gap: 9.94 eV


Least stable: x


w:
2 unconnected molecules or ions with the total composition C7H9N3O. Source: the OMol25 dataset; level of theory: ωB97M-V/def2-TZVPD.

Each line ends with the Mulliken charge.
Atoms and positions in Å:
C  4.3953  0.8380  -0.5380  -0.742
C  3.6169  -0.2085  -0.2352  0.589
C  2.3466  -0.4776  -0.8506  0.180
N  1.3433  -0.7732  -1.3594  -0.397
C  4.2022  -1.3021  0.5672  0.097
N  4.5524  -2.2105  1.2068  -0.346
H  5.3742  0.9698  -0.0928  0.322
H  4.0397  1.6176  -1.2087  0.298
C  -1.8462  1.6309  0.5428  -1.261
C  -2.9410  0.6018  0.3049  -0.261
N  -2.2918  -0.6731  -0.0012  -0.054
C  -2.9905  -1.8243  -0.1184  0.015
O  -2.5159  -2.8956  -0.4269  -0.559
H  -1.1735  1.6444  -0.3021  0.337
H  -2.2579  2.6239  0.6625  0.366
H  -1.2554  1.3625  1.4244  0.326
H  -3.5936  0.9246  -0.5186  0.284
H  -3.5986  0.4808  1.1957  0.317
H  -1.3439  -0.6614  -0.3504  0.200
H  -4.0622  -1.6679  0.0980  0.290

## Properties
* highest occupied orbital energy: -9.496 eV
* SMILES: C=C(C#N)C#N.CCNC=O
* total charge: 0
* frontier orbital gap: 8.51 eV


x:
C7H9N3O in the gas phase. Source: the OMol25 dataset; level of theory: ωB97M-V/def2-TZVPD.

Each line ends with the Mulliken charge.
Atoms and positions in Å:
N  -2.0081  0.3485  -1.4796  -0.326
C  -1.9155  0.5991  -0.1243  0.233
O  -2.5190  1.5173  0.4048  -0.595
C  -0.9640  -0.2864  0.7173  0.317
C  0.0008  0.3690  1.6320  -0.806
C  1.3040  0.8571  0.7657  -0.611
C  1.3301  -0.0977  -0.3297  0.431
C  2.1782  -0.5427  -1.3009  -0.782
N  1.6157  -1.6110  -1.9329  -0.678
C  0.4121  -1.8023  -1.4155  -0.090
N  0.2293  -0.9170  -0.4331  -0.084
H  -1.4643  -0.3276  -2.0596  0.217
H  -2.6877  1.0081  -1.9083  0.259
H  -1.4416  -1.2273  1.1433  0.289
H  0.5066  -0.3877  2.3413  0.309
H  -0.3239  1.2058  2.1636  0.448
H  2.2363  0.7959  1.4455  0.288
H  1.1270  1.8268  0.3914  0.291
H  3.0910  -0.1334  -1.5290  0.495
H  -0.2156  -2.6542  -1.7517  0.394

## Properties
* highest occupied orbital energy: -8.590 eV
* SMILES: NC(=O)[C@@H]1CCc2cncn21
* total charge: 0
* frontier orbital gap: 9.30 eV


Least stable: w


w:
CH2FPSi in the gas phase. Source: the OMol25 dataset; level of theory: ωB97M-V/def2-TZVPD.

Each line ends with the Mulliken charge.
Atoms and positions in Å:
F  -1.0025  -1.1197  1.6878  -0.208
C  -0.2633  -0.1720  0.9583  0.291
P  1.0958  0.6295  1.3030  -0.185
Si  0.2397  0.1614  -0.8180  0.168
H  0.1989  -1.0243  -1.7470  -0.039
H  -0.2685  1.5252  -1.3841  -0.026

## Properties
* highest occupied orbital energy: -8.847 eV
* SMILES: FC1=P[SiH2]1
* total charge: 0
* frontier orbital gap: 8.64 eV


x:
2 unconnected molecules or ions with the total composition CH2FPSi. Source: the OMol25 dataset; level of theory: ωB97M-V/def2-TZVPD.

Each line ends with the Mulliken charge.
Atoms and positions in Å:
C  2.9725  -0.2694  -0.6576  0.321
F  2.6102  -1.4705  -0.2543  -0.154
Si  -2.6679  -0.0629  0.0082  0.104
P  3.0044  1.2867  -0.9320  -0.167
H  -1.9009  0.1541  1.1442  -0.054
H  -4.0182  0.3619  0.6916  -0.051

## Properties
* highest occupied orbital energy: -8.816 eV
* total charge: 0
* frontier orbital gap: 7.75 eV


Least stable: x


w:
C4H6OS in the gas phase. Source: the OMol25 dataset; level of theory: ωB97M-V/def2-TZVPD.

Each line ends with the Mulliken charge.
Atoms and positions in Å:
C  0.5847  1.3188  0.3895  -0.639
C  -0.0486  -1.4232  1.6647  -0.081
C  -0.2768  0.4991  -0.1620  0.373
C  -0.2418  0.0644  -1.5691  -1.048
O  1.0582  -1.0672  1.8821  -0.379
S  -1.5779  0.0074  0.8310  -0.057
H  0.3960  1.6023  1.4099  0.349
H  1.6075  1.4110  -0.1198  0.251
H  -0.5213  -2.3599  1.3867  0.348
H  0.3619  0.7488  -2.1539  0.338
H  -0.0073  -1.0519  -1.7429  0.236
H  -1.3345  0.2504  -1.8162  0.309

## Properties
* highest occupied orbital energy (alpha / beta): -5.940 / -9.049 eV
* 2S+1: 3
* total charge: 0
* frontier orbital gap (alpha / beta): 6.60 / 6.11 eV


x:
C4H6OS in the gas phase. Source: the OMol25 dataset; level of theory: ωB97M-V/def2-TZVPD.

Each line ends with the Mulliken charge.
Atoms and positions in Å:
C  0.8349  0.2500  -0.3191  0.732
C  -0.5811  -0.3856  -0.0941  0.301
C  0.7254  1.7749  0.0822  -1.387
C  -0.7318  -1.8766  0.0810  -1.057
O  1.8227  -0.3289  -0.7424  -0.548
S  -1.8884  0.5891  -0.1624  -0.122
H  1.6345  2.2986  0.2668  0.341
H  0.2401  2.2820  -0.6897  0.424
H  0.0388  1.9628  0.9853  0.359
H  -0.0825  -2.4316  -0.6657  0.258
H  -1.7587  -2.0258  0.2283  0.412
H  -0.2538  -2.1089  1.0299  0.286

## Properties
* highest occupied orbital energy (alpha / beta): -7.368 / -9.781 eV
* 2S+1: 3
* total charge: 0
* frontier orbital gap (alpha / beta): 8.12 / 7.07 eV


Least stable: w